C30H28F2I2N4O3RuS2 | the ωB97M-V functional and the def2-TZVPD basis

```
72
Properties=species:S:1:pos:R:3:forces:R:3:mulliken_spin:R:1
Ru 0.20493 0.07654 -0.56978 -0.294 0.169 0.171 0.946
I 3.06823 0.49987 6.57430 -0.011 0.001 -0.003 0.000
C 2.40354 -0.03581 4.66479 -0.067 0.085 0.018 0.002
C 3.10495 -0.97595 3.93107 0.125 -0.074 0.060 -0.001
C 2.67031 -1.31900 2.66529 0.065 0.023 0.034 -0.003
I 3.71182 -2.72822 1.54040 0.062 0.114 0.118 0.000
C 1.51677 -0.75080 2.08524 -0.152 0.208 0.220 0.025
O 1.12766 -1.10397 0.90739 0.030 -0.184 -0.323 0.044
C 0.81030 0.20152 2.87876 0.017 -0.162 -0.244 -0.023
C -0.50229 0.73313 2.37885 0.009 -0.024 -0.072 0.009
N -0.42441 1.32365 1.02921 0.050 0.084 -0.036 -0.044
C -1.73949 1.80953 0.56036 0.025 -0.064 -0.188 0.009
C -1.48362 2.54640 -0.74628 0.094 -0.184 0.248 0.131
C -1.28735 4.01660 -0.47448 0.450 0.201 0.058 -0.029
C -0.38370 4.98529 -1.01653 -0.110 -0.097 0.008 0.059
C 0.36341 4.88620 -2.14379 -0.037 -0.114 0.006 -0.021
C 0.51963 3.70829 -2.90566 -0.191 0.084 -0.047 0.059
N 0.27857 2.48614 -2.52703 0.247 -0.126 0.064 0.008
C 1.26434 0.55308 4.13583 0.032 0.001 0.093 0.001
H 3.99436 -1.43834 4.33702 -0.001 0.001 -0.006 0.000
H -0.89527 1.48569 3.07335 0.044 -0.041 0.026 0.002
H -1.22951 -0.07395 2.29483 -0.019 -0.040 0.034 0.000
H 0.22781 2.10928 1.05020 -0.042 -0.029 -0.030 0.004
H -2.19778 2.46513 1.30935 -0.037 0.045 -0.036 0.001
H -2.38623 0.94199 0.43072 0.009 0.034 -0.006 -0.009
H -1.62319 4.28631 0.52032 -0.062 0.013 -0.024 -0.001
H -0.40669 5.94816 -0.51785 0.014 -0.001 0.025 0.005
H 0.88649 5.76202 -2.50699 -0.001 0.020 -0.001 -0.001
H 0.91943 3.79542 -3.91356 0.014 -0.031 0.001 0.002
H 0.70760 1.28026 4.71501 0.001 0.007 0.011 0.000
C -0.89639 -1.70737 -2.90851 -0.019 0.009 0.087 0.011
N 0.29293 -0.90497 -2.52767 0.070 -0.049 -0.157 -0.069
C 1.48057 -1.77328 -2.63707 0.029 -0.037 0.005 0.013
C 0.35997 0.21276 -3.49637 -0.149 0.069 0.098 0.052
C -0.58566 1.35119 -3.10892 0.145 -0.114 0.039 -0.042
C -1.64321 1.71886 -3.98782 0.053 -0.003 0.038 -0.068
C -2.51374 2.78647 -3.80455 -0.010 -0.088 -0.207 0.027
C -2.85930 3.55855 -2.71463 0.021 0.154 0.248 -0.055
C -2.56925 3.38575 -1.31456 -0.313 -0.298 -0.234 0.020
C -0.49405 1.74976 -1.60621 0.029 0.224 0.013 -0.085
H -0.75896 -2.05076 -3.94071 0.017 0.004 -0.025 0.001
H -1.78484 -1.08085 -2.85468 0.006 -0.038 0.007 0.003
H -1.00710 -2.56338 -2.25133 0.025 0.100 -0.064 -0.001
H 1.57105 -2.15765 -3.66101 -0.004 -0.012 0.003 0.002
H 1.36742 -2.61356 -1.94960 0.033 0.101 -0.035 0.000
H 2.37253 -1.20522 -2.38489 0.003 -0.003 0.006 0.003
H 0.12188 -0.16424 -4.49731 -0.031 0.027 -0.001 0.002
H 1.37498 0.59783 -3.49821 -0.022 -0.027 0.017 0.000
H -1.63414 1.25277 -4.96601 0.017 -0.002 -0.018 -0.004
H -3.05956 3.05957 -4.70543 -0.011 -0.004 0.003 0.001
H -3.60283 4.32409 -2.91129 -0.014 0.001 0.008 -0.001
H -3.43977 3.51101 -0.67494 0.040 0.070 0.016 0.001
F 2.01342 2.26829 -0.08375 -0.035 0.075 0.030 0.000
C 2.02076 0.96705 -0.61861 0.144 -0.039 0.130 0.001
F 2.68276 1.12716 -1.82912 -0.004 -0.049 -0.136 0.001
H 2.72372 0.40449 0.00953 -0.050 0.055 -0.017 0.003
O -0.23999 -6.18641 -0.08083 -0.014 0.004 0.058 0.000
S 0.41390 -4.94287 0.22618 0.009 -0.025 -0.096 0.000
O 1.80894 -4.82361 -0.09492 -0.147 -0.120 -0.056 0.000
N -0.41725 -3.68439 -0.43907 0.011 -0.056 0.035 0.001
C -0.96984 -2.93167 0.46271 0.041 0.135 -0.102 0.011
S -1.84609 -1.49690 0.11426 -0.275 0.044 0.105 -0.001
C -0.74730 -3.38435 1.87239 0.069 -0.113 0.169 -0.001
C -1.21025 -2.83850 3.05894 0.057 -0.038 -0.156 0.002
C -0.78849 -3.40085 4.25527 0.035 -0.018 0.051 -0.001
C 0.07171 -4.49467 4.27039 -0.009 -0.002 -0.004 0.000
C 0.51260 -5.06571 3.08235 0.032 0.015 0.035 -0.001
C 0.08425 -4.48964 1.90701 -0.026 0.077 -0.057 -0.001
H -1.88345 -1.99520 3.04037 -0.034 0.084 -0.029 0.000
H -1.12113 -2.97283 5.19235 -0.008 -0.009 0.005 0.000
H 0.40009 -4.90361 5.21685 0.007 -0.007 0.011 0.000
H 1.17848 -5.91757 3.07911 0.016 -0.018 -0.003 0.000
```
Forces are in eV/Å.

Properties
ΔE to the lowest compared entry with this formula, charge and spin: 3.3936 eV
Multiplicity: 2
Maximum force: 0.497 eV Å⁻¹
Expectation value of S²: 0.77
HOMO (spin up / spin down): -4.11 / -4.20 eV
E_tot: -3291.06140 Ha
Frontier orbital gap (spin up / spin down): 6.203 / 6.137 eV
Net charge: -1